{
  "formula": "C19H21N5O5",
  "method": "ωB97M-V/def2-TZVPD",
  "symbols": ["C", "C", "O", "C", "C", "C", "C", "C", "C", "H", "H", "N", "C", "O", "C", "N", "H", "C", "H", "C", "N", "C", "N", "C", "C", "C", "C", "H", "H", "N", "O", "O", "H", "H", "H", "H", "H", "C", "C", "O", "H", "H", "H", "H", "H", "H", "H", "H", "H", "H"],
  "coordinates": [[3.53, -4.29, 1.13], [2.27, -4.54, 0.13], [2.29, -3.88, -1.05], [2.04, -2.65, -1.23], [1.54, -1.92, -0.37], [1.28, -0.63, -0.39], [1.52, -0.06, -1.60], [1.75, -0.87, -2.73], [2.16, -2.19, -2.48], [2.64, -2.66, -3.28], [1.86, -0.45, -3.48], [0.76, 1.12, -1.82], [-0.41, 1.68, -1.71], [-1.33, 0.94, -0.97], [-0.66, 3.10, -1.94], [-0.93, 3.87, -0.62], [-0.80, 4.96, -0.91], [-2.34, 3.61, -0.29], [-3.32, 4.30, -0.79], [-2.54, 3.78, 1.33], [-1.74, 2.86, 1.89], [-1.65, 1.51, 2.16], [-0.66, 0.99, 2.58], [-0.44, -0.31, 2.66], [-1.86, -1.26, 2.05], [-2.84, -0.48, 1.65], [-2.76, 0.87, 1.46], [-3.91, 1.28, 1.36], [-3.46, -1.21, 1.37], [-1.37, -2.48, 2.10], [-0.42, -3.03, 2.34], [-2.47, -3.30, 1.76], [0.34, -0.69, 2.95], [-0.70, 3.30, 2.00], [-2.33, 4.80, 1.45], [-3.75, 3.56, 1.67], [-2.79, 2.53, -0.67], [0.98, 3.65, -2.08], [1.62, 2.27, -2.29], [2.78, 2.07, -2.57], [0.97, 4.23, -3.18], [1.44, 4.16, -1.30], [-1.21, 3.14, -2.70], [0.90, -0.03, 0.36], [1.37, -2.48, 0.85], [1.34, -4.30, 0.57], [2.41, -5.62, -0.18], [3.46, -4.77, 1.90], [4.30, -4.65, 0.59], [3.57, -3.43, 1.42]],
  "orbital_gap_ev": 6.97,
  "lumo_energy_ha": -0.037,
  "de_lowest_kj_mol": 2455.09,
  "e_tot_ha": -1385.79593
}